# C6H8

A structure of composition C6H8 (wB97M-V/def2-TZVPD, the Open Molecules 2025 dataset).

Each line ends with the natural charge from an NBO analysis.
CARTESIAN COORDINATES (ANGSTROEM)
C: 1.29158 -0.50290 0.82863  0.014
C: 0.26883 0.19034 0.22984  -0.227
C: 1.35003 -1.65871 -0.11996  -0.462
C: -1.45804 2.10798 -0.00988  -0.754
C: -0.02218 -1.11707 -0.60493  -0.414
C: -0.16989 1.52384 0.47506  0.100
H: -0.81743 -1.72642 -0.15438  0.213
H: 2.13459 -1.58174 -0.88893  0.231
H: -1.90367 1.70249 -0.93010  0.202
H: 1.68232 -0.45565 1.83923  0.201
H: -0.18039 -0.99466 -1.67147  0.203
H: -1.37820 3.20223 -0.11264  0.226
H: -2.20821 1.96676 0.79149  0.253
H: 1.41066 -2.65650 0.32804  0.214

Orbital gap (alpha / beta) = 6.965 / 7.232 eV
F_max = 0.69 eV/A

# C3H10NO2

A cluster of 2 separate species, C3H10NO2 in total at a distorted geometry (wB97M-V/def2-TZVPD, the Open Molecules 2025 dataset).

Each line ends with the natural charge from an NBO analysis.
CARTESIAN COORDINATES (ANGSTROEM)
O: -0.74719 0.29831 1.23709  -0.550
O: -2.88313 0.88781 -0.08511  -0.964
N: -0.02799 -1.13983 -0.89778  -0.769
C: 0.30093 0.95471 0.91309  0.431
C: 1.44524 0.63266 0.10941  -0.574
C: 1.37702 -0.81253 -0.22849  -0.178
H: 2.07822 -1.00163 -1.06649  0.244
H: 0.43777 1.88868 1.54257  0.182
H: -2.40766 1.03030 0.82827  0.489
H: 2.35656 0.97890 0.72877  0.316
H: -0.36174 -0.85045 -1.82986  0.450
H: -3.44412 0.03868 0.06593  0.479
H: -0.47071 -0.45523 -0.17829  0.469
H: 1.29660 1.09139 -0.89564  0.284
H: -0.40250 -2.12665 -0.84476  0.456
H: 1.45270 -1.41514 0.60129  0.236

Orbital gap = 10.148 eV
Charge = +1
F_max = 6.83 eV/A

# H14NaO7

A structure of composition H14NaO7 (wB97M-V/def2-TZVPD, the Open Molecules 2025 dataset).

Each line ends with the natural charge from an NBO analysis.
CARTESIAN COORDINATES (ANGSTROEM)
Na: -0.24349 0.30563 0.26245  0.942
O: 1.70455 1.84221 -0.30721  -0.979
O: -0.51125 1.77325 -2.02395  -0.980
O: 0.28258 -2.09818 0.10434  -0.979
O: 1.64230 -0.86621 -2.21293  -0.960
O: 1.47874 -0.19056 2.00553  -0.964
O: -2.35057 -0.71544 -0.26977  -0.972
O: -1.56224 1.10053 2.45557  -0.966
H: -0.93669 1.35816 3.14493  0.486
H: 1.10384 -0.98229 2.41467  0.475
H: -2.37935 0.88978 2.92348  0.489
H: 2.00700 0.21847 2.70333  0.497
H: -0.15049 1.38549 -2.83651  0.501
H: 1.33299 -1.40805 -2.94915  0.478
H: 1.10037 2.02676 -1.04132  0.489
H: -2.98370 -0.37998 -0.91706  0.493
H: -2.84972 -1.35927 0.24748  0.490
H: -1.38124 2.11426 -2.26880  0.496
H: -0.31578 -2.83920 0.26712  0.501
H: 2.53043 1.55555 -0.71715  0.490
H: 1.14430 -2.39603 0.43878  0.495
H: 1.33743 -1.33488 -1.42382  0.476

Orbital gap = 11.202 eV
Charge = +1
F_max = 0.58 eV/A

# C21H56AsF6O21S7

A structure of composition C21H56AsF6O21S7 at a distorted geometry (wB97M-V/def2-TZVPD, the Open Molecules 2025 dataset).

Each line ends with the Löwdin charge.
CARTESIAN COORDINATES (ANGSTROEM)
As: 0.08175 0.03468 0.00101  1.235
S: 3.15762 2.18862 2.27257  0.781
S: 2.89615 3.77433 -2.08386  0.747
S: 3.86555 -0.66496 -2.41502  0.757
S: -0.10752 -4.95511 -2.59296  0.739
S: 0.06427 -3.95729 2.26347  0.782
S: -1.89613 3.18406 0.00663  0.829
S: -4.24569 -1.28100 1.39295  0.746
F: -0.40984 -1.45125 -0.78197  -0.308
F: 0.45132 0.64147 -1.66035  -0.293
F: 0.42887 1.55066 0.92959  -0.318
F: 1.75180 -0.55535 0.06988  -0.287
F: -0.15331 -0.91013 1.58807  -0.313
F: -1.63523 0.60575 -0.09397  -0.228
O: -5.41229 -0.43497 1.41582  -0.285
O: -4.17908 -2.59791 2.04138  -0.281
O: 2.85850 3.24854 1.39378  -0.365
O: 0.35838 -2.34602 2.69026  -0.278
O: -0.88568 -6.10243 -2.87374  -0.251
O: 1.75024 2.61061 -2.57981  -0.305
O: 2.50180 5.08830 -2.50203  -0.297
O: 1.31710 -4.99714 -2.64699  -0.313
O: 1.89632 2.08874 3.38596  -0.202
O: -0.69865 -4.51247 3.43140  -0.324
O: -0.70637 2.94189 -0.77905  -0.358
O: 1.28961 -4.58218 1.79825  -0.270
O: -0.63942 -3.73686 -3.64265  -0.280
O: 3.42198 -2.17783 -1.78506  -0.233
O: 4.47283 2.02455 2.97679  -0.279
O: 4.20342 3.20928 -2.45036  -0.286
O: -1.82804 4.70569 0.78705  -0.225
O: -3.14928 3.13825 -0.64840  -0.237
O: 5.04521 -0.16586 -1.66178  -0.323
O: -3.65473 -1.36416 -0.22014  -0.222
O: 3.83461 -0.68229 -3.87111  -0.298
C: 2.54718 3.52839 -0.24226  -0.209
C: 0.53936 2.34729 2.95946  -0.338
C: -2.27909 -2.19422 -1.92725  -0.034
C: 2.43945 0.32291 -1.88703  -0.174
C: -3.03099 -0.13178 2.11523  -0.126
C: 0.44994 2.77471 -2.16758  -0.388
C: -1.13235 -3.76821 0.88274  -0.229
C: -0.21706 2.70615 4.22403  -0.050
C: 2.68449 -3.03365 -2.55012  -0.387
C: 0.19408 -2.64812 -4.14370  -0.173
C: 3.53579 -4.21110 -3.07298  -0.059
C: 2.93326 0.68063 1.47866  -0.136
C: -3.10237 5.15377 1.32392  -0.323
C: -3.03639 5.75309 2.62270  -0.111
C: -0.62050 -1.54842 3.36985  -0.273
C: -1.79293 1.92468 1.43212  -0.138
C: -0.76739 -4.19222 -1.02691  -0.242
C: 0.09545 -0.32997 3.96292  -0.011
C: 0.37998 -1.54365 -3.08613  -0.116
C: -0.63882 2.30767 -3.22677  0.025
C: -2.65783 -2.32061 -0.40786  -0.328
H: 3.15103 -0.12340 2.18166  0.115
H: -3.63250 5.94921 0.80016  0.130
H: -2.51439 5.17318 3.38382  0.072
H: -1.23635 2.35759 4.39029  0.079
H: 2.97811 -4.64562 -3.90261  0.068
H: -4.03259 5.83347 3.05768  0.096
H: 4.46445 -3.80419 -3.47313  0.080
H: 1.53457 -0.22727 -2.14508  0.007
H: -0.56701 -1.13223 -2.73677  0.044
H: 3.22105 4.31816 0.08980  0.102
H: 2.87689 2.54923 0.10506  0.062
H: -1.57655 2.26729 -2.67257  0.065
H: -2.96020 0.84572 1.63819  -0.005
H: -3.74629 4.27989 1.42295  0.108
H: -0.14652 -2.18884 -5.07168  0.132
H: 0.82135 -0.65950 -3.54609  0.107
H: -0.71074 -3.40301 -0.05373  -0.066
H: 0.42151 3.17110 2.25550  0.132
H: -2.41938 2.51047 2.10480  0.093
H: 2.46780 0.52263 -0.81586  0.030
H: -2.06111 -0.59092 1.92383  0.020
H: -0.45366 0.24468 4.70882  0.082
H: 0.10570 2.39468 -1.20572  -0.109
H: -1.35446 -4.83163 0.79385  0.110
H: -1.52727 -2.87606 -2.32470  0.020
H: -1.42524 -1.28501 2.68348  0.043
H: 0.47132 0.32238 3.17472  0.037
H: 1.02525 -0.62250 4.45078  0.107
H: 2.13478 -2.58943 -3.37993  0.058
H: -2.46871 6.68354 2.63292  0.090
H: -1.06569 -2.22208 4.10203  0.123
H: -0.78995 1.89099 1.85755  -0.004
H: -0.09408 1.57560 2.52203  0.020
H: 2.04954 -3.54195 -1.82446  0.103
H: -3.26713 -0.19100 3.17770  0.116
H: 2.39509 1.32245 -2.31952  0.022
H: -3.06128 -3.30291 -0.16207  0.121
H: -3.13062 -2.45581 -2.55540  0.118
H: 3.59998 0.52510 0.63048  0.095
H: -0.45766 -4.84274 -0.20899  0.081
H: -1.93899 -3.14966 1.27621  0.060
H: 0.39324 3.84221 -1.95468  0.125
H: 0.18518 2.19076 5.09620  0.082
H: -0.39005 -3.17337 -0.93942  0.086
H: -0.62715 3.01154 -4.05895  0.084
H: 0.89208 -1.95069 -2.21425  0.064
H: 1.58320 3.91041 0.09377  0.111
H: -0.59038 1.25248 -3.49570  0.060
H: -1.84650 -4.33805 -1.07534  0.119
H: -1.86746 -2.04312 0.28958  0.055
H: -2.19937 0.99125 1.04272  -0.037
H: 1.91561 0.50925 1.12777  0.009
H: -1.84644 -1.21039 -2.10889  0.069
H: 3.80224 -4.95719 -2.32434  0.084
H: 1.16681 -3.02044 -4.46510  0.105
H: -0.22081 3.79612 4.23237  0.085

Orbital gap = 6.501 eV
Charge = -1
F_max = 14.74 eV/A

Record order is preserved below.
Relative energy (zero: lowest compared OMol25 entry of this formula, charge and spin): 101.7, 66.2, 6.9, 1035.9 kcal/mol